C30H33N7O3PrS3 as an isolated structure in a non-equilibrium geometry, computed with wB97M-V/def2-TZVPD.

Output
Largest force on an atom in eV Å⁻¹: 1.63
Gap between HOMO and LUMO (alpha / beta) in eV: 5.03 / 5.03
Net charge: -1
Expectation value of S²: 2.002
Energy in hartree: -3483.8549
Lowest unoccupied orbital energy (alpha / beta) in eV: 1.4 / 1.4
Multiplicity: 3

XYZ file:
```
77
C30H33N7O3PrS3, DFT wB97M-V/def2-TZVPD
Pr 0.7494 -0.9663 0.1867
N 2.6702 0.4486 1.4146
C 3.1211 -0.1043 2.6899
C 3.7334 -1.4975 2.4808
N 2.8733 -2.3826 1.6846
C 3.6577 -3.1150 0.6825
C 4.1360 -2.2307 -0.4707
N 2.9874 -1.7287 -1.2218
C 2.1768 -3.3573 2.5332
C 1.0961 -2.7145 3.4029
N 0.1598 -1.9783 2.5489
H 3.4686 0.8522 0.9280
H 2.0121 1.2202 1.6204
H 2.2575 -0.1554 3.3541
H 3.8781 0.5323 3.1778
H 3.9517 -1.9477 3.4565
H 4.6843 -1.3645 1.9597
H 3.0152 -3.8932 0.2541
H 4.5241 -3.6119 1.1515
H 4.8119 -2.8354 -1.0948
H 4.7037 -1.3714 -0.0981
H 2.5006 -2.5381 -1.6182
H 3.2995 -1.1552 -2.0024
H 2.8876 -3.9017 3.1770
H 1.6917 -4.0903 1.8835
H 1.5508 -2.0370 4.1353
H 0.5954 -3.5214 3.9594
H -0.4658 -1.4181 3.1297
H -0.4523 -2.7027 2.0995
N -4.5746 4.3442 -7.4868
C -3.9662 3.7807 -6.6915
C -3.2189 3.0907 -5.7173
C -3.1831 3.5567 -4.3983
C -2.4508 2.8742 -3.4489
C -1.7505 1.7179 -3.7863
C -1.7893 1.2605 -5.1030
C -2.5100 1.9365 -6.0648
C -1.0052 0.9561 -2.7550
C -1.6688 -0.1588 -2.2514
C -2.9784 -0.5964 -2.6330
C -3.2902 -1.6538 -1.8216
C -2.1767 -1.8389 -0.9710
N -1.2069 -0.9696 -1.2262
C 0.2706 1.4499 -2.4171
C 0.8363 2.6350 -2.9605
C 2.1168 2.7221 -2.4632
C 2.2902 1.5972 -1.6494
N 1.1972 0.8256 -1.5984
H -3.7386 4.4442 -4.1338
H -2.4270 3.2250 -2.4281
H -1.2445 0.3649 -5.3629
H -2.5384 1.5806 -7.0852
H -3.5871 -0.1664 -3.4060
H -4.1899 -2.2405 -1.8101
H -2.0824 -2.5904 -0.1966
H 0.3513 3.3263 -3.6257
H 2.8431 3.4912 -2.6554
H 3.2007 1.3246 -1.1353
S 0.6268 -6.4216 0.4326
C -0.0379 -4.8898 0.3601
S -1.3323 -4.4481 1.3589
S 0.6360 -3.7305 -0.7431
O -0.4661 3.4760 4.1691
C -1.6361 2.8767 3.8860
C -2.7801 3.2480 4.5934
C -3.9940 2.6526 4.3202
C -4.0924 1.6663 3.3490
C -2.9655 1.2828 2.6503
C -1.7335 1.8810 2.9011
C -0.5260 1.4315 2.1352
O 0.5755 2.0163 2.3368
O -0.6545 0.4653 1.3459
H 0.1897 3.0765 3.5316
H -2.6869 4.0125 5.3491
H -4.8743 2.9643 4.8670
H -5.0455 1.2038 3.1425
H -3.0090 0.5118 1.8943
```

Atom charges from the Löwdin analysis, given in e for atoms 1 to 4: 0.974 -0.034 -0.218 -0.172


C30H34As2O8P2RuS as an isolated structure, computed with wB97M-V/def2-TZVPD.

Output
Largest force on an atom in eV Å⁻¹: 0.73
Gap between HOMO and LUMO (alpha / beta) in eV: 7.23 / 5.63
Net charge: +2
Relative energy (zero: lowest compared OMol25 entry of this formula, charge and spin) in kJ/mol: 85.05
Expectation value of S²: 6.034
Energy in hartree: -7412.4599
Lowest unoccupied orbital energy (alpha / beta) in eV: -6.4 / -8.0
Multiplicity: 5

XYZ file:
```
78
C30H34As2O8P2RuS, DFT wB97M-V/def2-TZVPD
Ru 0.8318 0.3844 0.7433
O 1.5348 2.6966 1.9573
P 0.8944 3.3304 0.6107
O 1.3560 4.6727 0.3371
O 1.1298 2.1063 -0.3097
O -0.7232 3.2288 0.8782
P -1.4476 1.8050 0.9385
O -2.9188 2.1334 1.3352
O -1.3807 1.0285 -0.3485
O -0.6953 0.9545 1.9861
H 1.6427 3.3344 2.6780
H -3.0713 2.9261 1.8709
C -0.1227 -1.6743 -1.5772
C -1.6352 -1.7718 -1.7762
As -2.8760 -1.2248 -0.3807
C -4.2652 -0.1669 -1.1198
C -4.1475 0.4857 -2.3466
C -5.2153 1.2250 -2.8259
C -6.3799 1.3371 -2.0758
C -6.4876 0.7072 -0.8426
C -5.4318 -0.0449 -0.3597
C -3.7080 -2.7671 0.4237
C -4.0960 -3.8248 -0.3960
C -4.7840 -4.8927 0.1596
C -5.0828 -4.9034 1.5147
C -4.6994 -3.8460 2.3262
C -4.0092 -2.7723 1.7823
As 0.9138 -2.7373 -0.2219
C 0.5968 -1.7847 1.5307
C 1.7269 -1.2016 2.1718
C 1.6321 -0.7433 3.4931
C 0.4483 -0.8900 4.1991
C -0.6449 -1.5020 3.6000
C -0.5766 -1.9268 2.2814
C -0.3010 -4.2540 -0.0764
C -0.6482 -4.8731 1.1207
C -1.3780 -6.0544 1.1157
C -1.7457 -6.6440 -0.0840
C -1.3661 -6.0592 -1.2838
C -0.6461 -4.8750 -1.2793
H 0.1695 -0.6254 -1.5504
H 0.3361 -2.0574 -2.4938
H -1.9393 -2.7931 -2.0059
H -1.9025 -1.1443 -2.6255
H -3.2433 0.4333 -2.9367
H -5.1380 1.7164 -3.7860
H -7.2079 1.9213 -2.4546
H -7.3963 0.7961 -0.2632
H -5.5258 -0.5514 0.5936
H -3.8904 -3.8209 -1.4589
H -5.0935 -5.7156 -0.4709
H -5.6252 -5.7382 1.9384
H -4.9473 -3.8507 3.3792
H -3.7324 -1.9353 2.4142
H 2.6972 -1.2754 1.6960
H 2.5019 -0.3117 3.9712
H 0.3841 -0.5452 5.2222
H -1.5609 -1.6371 4.1607
H -1.4402 -2.3970 1.8308
H -0.3377 -4.4612 2.0730
H -1.6434 -6.5229 2.0544
H -2.3064 -7.5694 -0.0849
H -1.6175 -6.5322 -2.2243
H -0.3274 -4.4604 -2.2307
O 2.4182 -0.1193 -0.3475
S 3.1778 0.8503 -1.3571
C 4.2103 1.8844 -0.2757
C 5.6495 1.3804 -0.4073
C 5.5721 -0.1142 -0.7044
C 4.5346 -0.2393 -1.8129
H 3.7936 1.7252 0.7199
H 4.0516 2.9249 -0.5556
H 6.2056 1.6004 0.5026
H 6.1489 1.8986 -1.2271
H 5.2463 -0.6729 0.1754
H 6.5291 -0.5240 -1.0225
H 4.1143 -1.2302 -1.9773
H 4.9040 0.1518 -2.7644
```

Atom charges from the Löwdin analysis, given in e for atoms 1 to 4: 1.519 -0.157 0.268 -0.184


C30H34AuFO2P2 as an isolated structure in a non-equilibrium geometry, computed with wB97M-V/def2-TZVPD.

Output
Largest force on an atom in eV Å⁻¹: 4.16
Gap between HOMO and LUMO in eV: 6.25
Net charge: +2
Energy in hartree: -2231.7451
Lowest unoccupied orbital energy in eV: -8.2

XYZ file:
```
70
C30H34AuFO2P2, DFT wB97M-V/def2-TZVPD
Au -0.2427 1.4483 0.3931
C 2.4544 3.2502 0.1614
O 1.0912 3.2972 0.5650
C 0.4193 4.4711 0.1138
C -0.9976 4.4448 0.6739
O -1.7799 3.3941 0.1283
C -2.4218 3.6908 -1.1057
H 2.9692 4.1582 0.4851
H 2.5488 3.1408 -0.9213
H 2.9008 2.3886 0.6510
H 0.4093 4.5072 -0.9843
H 0.9435 5.3548 0.4896
H -1.4852 5.4073 0.4987
H -0.9506 4.2429 1.7488
H -3.0381 4.5872 -0.9889
H -3.0593 2.8384 -1.3395
H -1.7125 3.8512 -1.9201
C 0.1933 -2.1990 1.3764
C -1.2355 -1.7238 1.3865
P -1.5220 -0.4167 0.1234
C -3.3178 -0.1583 0.2690
C -3.8203 0.9642 0.9177
C -5.1876 1.0889 1.1029
C -6.0441 0.1023 0.6336
C -5.5382 -1.0048 -0.0322
C -4.1758 -1.1400 -0.2254
C -1.2605 -1.1069 -1.5210
C -1.2078 -2.4709 -1.8079
C -1.1154 -2.8867 -3.1235
C -1.0604 -1.9556 -4.1533
C -1.1043 -0.5966 -3.8704
C -1.2086 -0.1712 -2.5610
P 1.3094 -0.9161 0.2613
C 2.3522 -2.2656 -0.3864
C 3.0335 -3.0775 0.5235
C 3.8598 -4.0806 0.0550
C 3.9561 -4.3141 -1.3124
C 3.2733 -3.5066 -2.2149
C 2.4502 -2.4940 -1.7551
C 2.2667 -0.1723 1.6118
C 3.6460 -0.0117 1.4837
C 4.3687 0.5611 2.5167
C 3.7228 0.9733 3.6788
C 2.3496 0.8150 3.8070
C 1.6226 0.2489 2.7776
H 0.2987 -3.1539 0.8630
H 0.6337 -2.2645 2.3686
H -1.5219 -1.2699 2.3436
H -1.9526 -2.5323 1.1887
H -3.1425 1.7293 1.2701
H -5.5838 1.9533 1.6134
H -7.1090 0.1992 0.7882
H -6.2075 -1.7674 -0.4011
H -3.7749 -1.9981 -0.7466
H -1.2563 -3.2042 -1.0166
H -1.0992 -3.9416 -3.3515
H -0.9831 -2.2898 -5.1747
H -1.0724 0.1243 -4.6721
H -1.2606 0.8850 -2.3160
H 2.9309 -2.9088 1.5876
H 4.4100 -4.6930 0.7531
H 4.5461 -5.1447 -1.6746
H 3.3753 -3.6716 -3.2772
H 1.9077 -1.8721 -2.4533
H 4.1370 -0.3134 0.5704
H 5.4352 0.6967 2.4108
H 4.2923 1.4177 4.4815
H 1.8507 1.1185 4.7149
H 0.5520 0.1200 2.8823
F 1.9377 0.2211 -0.9628
```

Atom charges from the natural (NBO) analysis, given in e for atoms 1 to 4: 0.750 -0.254 -0.589 -0.105